A:
C26H34N4O4S | the ωB97M-V functional and the def2-TZVPD basis

The value obtained for the HOMO energy is -8.704 eV. As for the gap between HOMO and LUMO: 9.34 eV. As for the LUMO energy: 0.6 eV. Its molecular weight is 498.65 g mol⁻¹. As for the SMILES: O=C(NCC(=O)N(CCN1CCOCC1)[C@H](C(=O)NC1CCCC1)c1ccccc1)c1cccs1.

Each line ends with the natural charge from an NBO analysis.
Atoms and positions in Å:
O (-0.21, -1.03, 5.51)  -0.626
C (-0.14, 0.09, 5.03)  0.644
N (0.40, 0.32, 3.81)  -0.602
C (0.71, -0.77, 2.92)  -0.317
C (0.22, -0.40, 1.52)  0.691
O (-0.27, 0.70, 1.32)  -0.665
N (0.34, -1.32, 0.55)  -0.422
C (0.97, -2.61, 0.69)  -0.215
C (2.40, -2.60, 0.13)  -0.233
N (2.39, -2.74, -1.31)  -0.466
C (3.40, -1.94, -1.99)  -0.265
C (3.16, -2.04, -3.50)  -0.070
O (3.20, -3.38, -3.95)  -0.522
C (2.24, -4.15, -3.27)  -0.070
C (2.46, -4.12, -1.76)  -0.247
C (0.02, -0.92, -0.82)  -0.243
C (0.59, 0.51, -1.05)  0.801
O (1.78, 0.71, -0.90)  -0.680
N (-0.29, 1.41, -1.50)  -0.631
C (0.04, 2.82, -1.62)  -0.065
C (-0.61, 3.42, -2.88)  -0.414
C (-1.55, 4.52, -2.39)  -0.403
C (-1.87, 4.13, -0.95)  -0.404
C (-0.53, 3.62, -0.44)  -0.421
C (-1.43, -1.08, -1.18)  0.042
C (-2.44, -1.10, -0.23)  -0.224
C (-3.77, -1.23, -0.62)  -0.206
C (-4.10, -1.34, -1.96)  -0.214
C (-3.09, -1.31, -2.91)  -0.211
C (-1.77, -1.19, -2.53)  -0.227
C (-0.59, 1.29, 5.75)  -0.324
C (-0.65, 2.60, 5.38)  -0.207
C (-1.17, 3.43, 6.40)  -0.269
C (-1.49, 2.73, 7.52)  -0.400
S (-1.17, 1.06, 7.37)  0.509
H (0.26, 1.21, 3.34)  0.420
H (0.21, -1.66, 3.31)  0.249
H (1.79, -0.94, 2.89)  0.215
H (0.37, -3.34, 0.14)  0.208
H (0.98, -2.90, 1.74)  0.217
H (2.86, -1.64, 0.39)  0.223
H (2.99, -3.40, 0.61)  0.183
H (3.30, -0.90, -1.68)  0.245
H (4.42, -2.30, -1.76)  0.168
H (3.94, -1.51, -4.05)  0.198
H (2.19, -1.59, -3.74)  0.159
H (2.34, -5.17, -3.66)  0.195
H (1.23, -3.78, -3.50)  0.161
H (1.68, -4.70, -1.26)  0.200
H (3.44, -4.57, -1.53)  0.172
H (0.63, -1.56, -1.47)  0.285
H (-1.27, 1.20, -1.43)  0.403
H (1.13, 2.87, -1.65)  0.233
H (-1.18, 2.63, -3.40)  0.207
H (0.13, 3.80, -3.58)  0.216
H (-1.04, 5.48, -2.40)  0.197
H (-2.45, 4.61, -3.01)  0.210
H (-2.62, 3.34, -0.93)  0.191
H (-2.25, 4.97, -0.37)  0.213
H (0.13, 4.46, -0.21)  0.203
H (-0.62, 2.98, 0.44)  0.239
H (-2.20, -1.02, 0.82)  0.222
H (-4.54, -1.25, 0.14)  0.216
H (-5.13, -1.44, -2.25)  0.215
H (-3.34, -1.40, -3.96)  0.216
H (-0.99, -1.17, -3.27)  0.213
H (-0.35, 2.98, 4.42)  0.219
H (-1.29, 4.49, 6.30)  0.225
H (-1.89, 3.11, 8.44)  0.236

---

B:
C26H34N4O4S | the ωB97M-V functional and the def2-TZVPD basis

The value obtained for the HOMO energy is -7.970 eV. As for the gap between HOMO and LUMO: 8.46 eV. As for the LUMO energy: 0.5 eV. Its molecular weight is 498.65 g mol⁻¹. As for the SMILES: CCOc1cc2[nH]c(=S)n(Cc3ccc(C(=O)NCCN(CC)CC)cc3)c(=O)c2cc1OCC.

Each line ends with the natural charge from an NBO analysis.
Atoms and positions in Å:
C (4.92, 6.65, 3.55)  -0.618
C (4.70, 5.25, 3.00)  -0.066
O (4.16, 5.39, 1.70)  -0.489
C (3.86, 4.29, 0.98)  0.403
C (4.04, 2.99, 1.41)  -0.386
C (3.70, 1.92, 0.58)  0.272
N (3.87, 0.62, 0.98)  -0.574
C (3.52, -0.47, 0.24)  0.297
S (3.78, -1.97, 0.87)  -0.238
N (3.00, -0.23, -1.00)  -0.442
C (2.57, -1.35, -1.83)  -0.257
C (1.07, -1.48, -1.81)  -0.057
C (0.32, -1.26, -2.96)  -0.134
C (-1.06, -1.36, -2.91)  -0.189
C (-1.71, -1.70, -1.73)  -0.138
C (-3.20, -1.78, -1.76)  0.659
O (-3.87, -1.20, -2.59)  -0.631
N (-3.75, -2.55, -0.79)  -0.623
C (-5.16, -2.83, -0.70)  -0.230
C (-5.36, -4.33, -0.44)  -0.216
N (-4.55, -4.74, 0.69)  -0.485
C (-4.09, -6.11, 0.63)  -0.198
C (-5.19, -7.18, 0.65)  -0.635
C (-5.04, -4.31, 1.99)  -0.219
C (-4.06, -3.34, 2.65)  -0.610
C (-0.96, -1.90, -0.58)  -0.202
C (0.42, -1.80, -0.62)  -0.169
C (2.80, 1.04, -1.55)  0.680
O (2.37, 1.16, -2.67)  -0.589
C (3.17, 2.16, -0.68)  -0.232
C (2.98, 3.47, -1.12)  -0.226
C (3.31, 4.54, -0.31)  0.237
O (3.17, 5.84, -0.63)  -0.488
C (2.62, 6.18, -1.89)  -0.063
C (2.55, 7.69, -1.97)  -0.617
H (5.61, 7.19, 2.91)  0.217
H (5.34, 6.59, 4.55)  0.215
H (3.98, 7.19, 3.58)  0.218
H (4.00, 4.69, 3.64)  0.174
H (5.65, 4.70, 2.95)  0.174
H (4.46, 2.77, 2.39)  0.223
H (4.26, 0.41, 1.89)  0.430
H (3.04, -2.26, -1.44)  0.257
H (2.92, -1.16, -2.85)  0.232
H (0.81, -0.99, -3.88)  0.212
H (-1.66, -1.18, -3.79)  0.236
H (-3.18, -3.13, -0.19)  0.415
H (-5.61, -2.24, 0.11)  0.183
H (-5.63, -2.53, -1.64)  0.238
H (-6.44, -4.53, -0.30)  0.176
H (-5.02, -4.88, -1.32)  0.203
H (-3.42, -6.26, 1.49)  0.192
H (-3.50, -6.23, -0.28)  0.194
H (-4.74, -8.17, 0.66)  0.215
H (-5.83, -7.09, -0.22)  0.204
H (-5.81, -7.08, 1.54)  0.202
H (-5.19, -5.17, 2.65)  0.187
H (-6.02, -3.82, 1.88)  0.188
H (-3.08, -3.81, 2.74)  0.205
H (-3.97, -2.43, 2.07)  0.205
H (-4.41, -3.08, 3.65)  0.207
H (-1.44, -2.12, 0.36)  0.207
H (1.00, -1.97, 0.27)  0.219
H (2.56, 3.61, -2.10)  0.249
H (1.61, 5.74, -1.98)  0.176
H (3.25, 5.77, -2.70)  0.174
H (3.55, 8.11, -1.87)  0.214
H (2.13, 7.99, -2.93)  0.215
H (1.93, 8.08, -1.17)  0.215

---

Result of the stability comparison: B is the most stable of them.

---

A:
C4H5N | the ωB97M-V functional and the def2-TZVPD basis

The value obtained for the HOMO energy is -11.125 eV. As for the gap between HOMO and LUMO: 9.77 eV. As for the LUMO energy: -1.4 eV. Its molecular weight is 67.09 g mol⁻¹.

Each line ends with the natural charge from an NBO analysis.
Atoms and positions in Å:
C (0.48, -1.78, 2.45)  0.151
C (-0.09, -0.54, -0.58)  -0.500
C (0.42, 0.63, 0.28)  -0.459
C (-0.46, -0.45, 0.79)  0.071
N (1.12, -2.53, 3.02)  -0.472
H (-0.73, -0.12, -1.36)  0.247
H (0.73, -1.21, -1.08)  0.272
H (1.42, 0.56, 0.64)  0.248
H (0.06, 1.55, 0.02)  0.223
H (-1.46, -0.35, 1.13)  0.218

---

B:
C4H5N | the ωB97M-V functional and the def2-TZVPD basis

The value obtained for the HOMO energy is -8.543 eV. As for the gap between HOMO and LUMO: 9.46 eV. As for the LUMO energy: 0.9 eV. Its molecular weight is 67.09 g mol⁻¹. As for the SMILES: C#C[C@H]1CN1.

Each line ends with the natural charge from an NBO analysis.
Atoms and positions in Å:
C (-1.41, 1.08, -0.81)  -0.277
C (-0.28, 1.10, -0.36)  -0.030
C (0.51, 0.41, 0.65)  -0.182
C (0.21, -0.96, 0.10)  -0.208
N (1.51, -0.66, 0.68)  -0.535
H (-2.37, 1.22, -1.24)  0.233
H (0.19, 0.63, 1.66)  0.218
H (0.29, -1.04, -0.98)  0.188
H (-0.85, -1.19, 0.36)  0.227
H (2.20, -0.60, -0.07)  0.365

---

Result of the stability comparison: A is the most stable of them.

---

A:
C4H5N | the ωB97M-V functional and the def2-TZVPD basis

The value obtained for the HOMO energy is -8.913 eV. As for the gap between HOMO and LUMO: 9.65 eV. As for the LUMO energy: 0.7 eV. Its molecular weight is 67.09 g mol⁻¹.

Each line ends with the natural charge from an NBO analysis.
Atoms and positions in Å:
C (1.26, 0.79, 0.17)  -0.436
C (0.16, -0.53, 0.52)  -0.128
C (-1.14, -0.40, 0.81)  -0.385
N (0.19, 0.31, -2.04)  -0.735
C (0.77, 0.62, -0.99)  0.421
H (-0.81, 0.53, -2.02)  0.379
H (2.19, 0.73, 0.71)  0.272
H (0.75, -1.27, 1.05)  0.201
H (-1.79, 0.24, 0.23)  0.194
H (-1.58, -1.04, 1.56)  0.217

---

B:
C4H5N | the ωB97M-V functional and the def2-TZVPD basis

The value obtained for the HOMO energy is -8.124 eV. As for the gap between HOMO and LUMO: 9.16 eV. As for the LUMO energy: 1.0 eV. Its molecular weight is 67.09 g mol⁻¹. As for the SMILES: c1cc[nH]c1.

Each line ends with the natural charge from an NBO analysis.
Atoms and positions in Å:
C (-0.21, -0.58, -1.05)  -0.306
C (-1.08, 0.33, -0.44)  -0.315
C (-0.43, 0.85, 0.71)  -0.072
N (0.76, 0.19, 0.88)  -0.532
C (0.85, -0.73, -0.19)  -0.079
H (-0.42, -1.17, -1.97)  0.232
H (-2.06, 0.47, -0.86)  0.225
H (-0.71, 1.50, 1.58)  0.211
H (1.49, 0.46, 1.61)  0.427
H (1.82, -1.32, -0.26)  0.208

---

Result of the stability comparison: B is the most stable of them.

---

A:
C4H5N | the ωB97M-V functional and the def2-TZVPD basis

The value obtained for the HOMO energy is -10.656 eV. As for the gap between HOMO and LUMO: 11.50 eV. As for the LUMO energy: 0.8 eV. Its molecular weight is 67.09 g mol⁻¹.

Each line ends with the natural charge from an NBO analysis.
Atoms and positions in Å:
C (1.74, 0.54, 0.78)  -0.262
C (1.24, 1.63, 0.70)  -0.203
C (-1.48, 1.20, -0.90)  0.269
C (-0.81, -1.16, -0.36)  -0.432
N (-1.07, 0.13, -0.78)  -0.502
H (2.00, -0.40, 0.61)  0.206
H (0.73, 2.60, 0.61)  0.254
H (-0.47, -1.17, 0.68)  0.226
H (-0.13, -1.77, -0.91)  0.220
H (-1.75, -1.60, -0.45)  0.225

---

B:
C4H5N | the ωB97M-V functional and the def2-TZVPD basis

The value obtained for the HOMO energy (alpha / beta) is -8.448 / -8.489 eV. As for the gap between HOMO and LUMO (alpha / beta): 7.30 / 7.41 eV. As for the LUMO energy (alpha / beta): -1.2 / -1.1 eV. Its molecular weight is 67.09 g mol⁻¹.

Each line ends with the natural charge from an NBO analysis.
Atoms and positions in Å:
C (-3.60, 0.24, -0.09)  0.136
C (-0.64, -0.40, -0.08)  0.368
C (0.62, -0.74, 0.01)  -0.361
C (1.84, 0.25, 0.03)  -0.609
N (-1.85, 0.00, 0.01)  -0.537
H (-3.53, 1.40, -0.27)  0.086
H (0.69, -1.86, 0.10)  0.247
H (1.75, 1.27, 0.44)  0.232
H (2.24, 0.16, -0.91)  0.217
H (2.48, -0.32, 0.75)  0.220

---

Result of the stability comparison: A is the most stable of them.